Formula: C14H23F10NO4PS
Source: OMol25
Level of theory: ωB97M-V/def2-TZVPD

Structure (XYZ):
```
54
Properties=species:S:1:pos:R:3
O 0.32422 5.76970 -0.33495
C 1.14359 5.14395 -0.84465
O 2.23735 4.65950 -0.14186
C 2.02712 3.34692 0.36496
C 1.44162 2.36602 -0.66828
C 1.49186 0.90452 -0.15553
C 2.90511 0.43890 0.27353
C 3.10452 -1.12136 0.24634
P 4.27643 -1.74677 -1.09822
O 3.24394 -2.33313 -2.28731
O 5.03311 -0.47044 -1.80986
C 1.78482 -1.96237 0.19008
F 1.40501 -2.16209 1.52005
C 0.59124 -1.28587 -0.51251
C -0.20791 -2.20511 -1.49000
C -1.71840 -2.20732 -1.22434
C -2.38539 -0.79769 -1.39783
C -3.51377 -0.52899 -0.38199
C -3.07824 0.45148 0.73939
F -3.52623 1.66848 0.32926
F -1.73236 0.59274 0.82654
C -3.77270 0.20940 2.11004
F -5.02140 -0.12453 1.88603
F -3.81459 1.36162 2.75625
S -2.94655 -1.04277 3.24194
F -2.26004 -1.80547 2.01461
F -1.69857 -0.10392 3.48144
F -3.66468 -0.37993 4.49813
F -4.21379 -2.01086 3.11344
F -2.29308 -2.10716 4.20492
N 1.05287 -0.05958 -1.21804
H 1.11837 4.91984 -1.92879
H 2.99418 3.02416 0.76453
H 1.33544 3.35974 1.22781
H 0.37519 2.57605 -0.86346
H 1.97599 2.38592 -1.63480
H 0.84448 0.86423 0.72849
H 3.61479 0.95884 -0.39525
H 3.10755 0.85656 1.26641
H 3.57176 -1.38780 1.20160
H 3.16448 -3.28741 -2.13389
H 4.37693 0.14885 -2.18042
H 1.98014 -2.96841 -0.19661
H -0.11347 -1.00675 0.27982
H 0.14951 -3.23296 -1.32310
H 0.06897 -1.96499 -2.52837
H -1.97895 -2.65173 -0.25503
H -2.16756 -2.87246 -1.97560
H -2.86409 -0.83566 -2.38627
H -1.65214 0.01655 -1.45300
H -4.35895 -0.05815 -0.89266
H -3.87534 -1.45268 0.08638
H 0.31127 0.40612 -1.75122
H 1.80634 -0.25572 -1.88807
```

Its orbital gap is 9.07 eV. The calculation puts the HOMO energy at -12.31 eV. The value obtained for the strongest force on any atom is 3.66 eV Å⁻¹. The net charge is +1. The spin multiplicity is 1.